The following is a DFT calculation (ωB97M-V/def2-TZVPD) of a single C6H12S molecule in a non-equilibrium geometry.

Values from the calculation:
- E_tot: -17251.09318 eV
- Maximum force: 1.68 eV Å⁻¹
- Energy relative to the best compared isomer or geometry (same formula, charge and spin): 11.72 kcal per mole
- Structure (SMILES): CC(C)=CCCS
- Orbital gap: 0.3587 Ha

Each line ends with the natural charge from an NBO analysis.
Atoms and positions in Å:
C -2.62353 -1.25089 -0.01511  -0.6380
C -1.66398 -0.07499 0.06595  0.0163
C -1.94025 1.15997 -0.78598  -0.6597
C -0.56232 -0.19077 0.82925  -0.2024
C 0.53026 0.89053 1.04281  -0.4566
C 1.47461 0.89583 -0.14151  -0.4950
S 2.39360 -0.67721 -0.36421  -0.0673
H -2.46924 -2.01340 -0.81354  0.2187
H -2.57527 -1.75636 0.95015  0.2192
H -3.60910 -0.85993 -0.19315  0.2082
H -1.19405 1.22534 -1.58431  0.2208
H -1.88737 2.07462 -0.20236  0.2195
H -2.97798 1.12911 -1.16524  0.2165
H -0.40786 -1.17891 1.31526  0.1982
H 1.09489 0.66408 1.99488  0.2214
H -0.01906 1.82854 1.09364  0.2163
H 0.85940 0.98740 -1.04250  0.2078
H 2.24338 1.69686 -0.12108  0.2287
H 1.35593 -1.54013 -0.37688  0.1275

***

The following is a DFT calculation (ωB97M-V/def2-TZVPD) of 10 unconnected molecules or ions with the total composition C44H75FN2O11.

Values from the calculation:
- E_tot: -75065.14578 eV
- Maximum force: 0.73 eV Å⁻¹
- Structure (SMILES): CCOC(=O)CCCc1cc2nc([C@@H](C)F)cnc2cc1C.CC(C)=O.CC(C)=O.CC(C)=O.CC(C)=O.CC(C)=O.CC(C)=O.CC(C)=O.CC(C)=O.CC(C)=O
- Orbital gap: 0.3232 Ha

Each line ends with the Löwdin charge.
Atoms and positions in Å:
C 0.55563 4.22000 1.97082  -0.0521
C -0.72353 4.39586 2.78803  -0.2150
O -1.58719 5.41916 2.28070  -0.0049
C -2.16425 5.28151 1.06493  -0.4831
O -2.61215 6.26001 0.52096  0.1143
C -2.33191 3.90158 0.48429  -0.1037
C -3.72614 3.37143 0.83216  -0.1495
C -4.02611 1.97410 0.26191  -0.1403
C -2.84545 1.03896 0.26034  -0.1852
C -2.07316 0.96059 -0.86541  0.0245
C -0.93966 0.13665 -0.92853  -0.1913
N -0.20978 0.07940 -2.07828  0.2001
C 0.82939 -0.71276 -2.07311  -0.2063
C 1.61947 -0.79301 -3.35502  -0.3185
C 2.97847 -1.45260 -3.25647  -0.0299
F 0.85446 -1.46279 -4.32229  -0.0344
C 1.17102 -1.47408 -0.92267  -0.0659
N 0.50008 -1.44818 0.19155  0.1483
C -0.58823 -0.62682 0.20532  -0.2056
C -1.39020 -0.54766 1.35015  0.0265
C -2.49291 0.25846 1.40286  -0.1960
C -3.27744 0.29988 2.69004  -0.0228
H 0.54913 3.28415 1.41365  0.0679
H 0.69079 5.03595 1.26447  0.0915
H 1.42149 4.19017 2.62828  0.0750
H -0.47736 4.71830 3.79507  0.1193
H -1.26515 3.45303 2.87335  0.1092
H -2.26622 4.02331 -0.59698  0.1374
H -1.55756 3.19726 0.76809  0.0884
H -4.43747 4.07835 0.40345  0.1209
H -3.89173 3.39941 1.91094  0.1190
H -4.42507 2.05204 -0.74784  0.1191
H -4.81979 1.53729 0.86560  0.1029
H -2.32307 1.53346 -1.74927  0.1276
H 1.73573 0.22763 -3.72705  0.1431
H 3.46498 -1.17784 -2.32419  0.0870
H 3.60764 -1.23594 -4.11015  0.0551
H 2.84392 -2.53735 -3.23191  0.0847
H 2.02757 -2.13473 -0.97496  0.1073
H -1.12903 -1.14397 2.21561  0.1072
H -2.65454 0.70398 3.48827  0.0860
H -4.18038 0.89522 2.62174  0.0620
H -3.54037 -0.71342 2.99141  0.0828
C -0.32806 -5.40027 -5.30132  -0.0195
C -0.19941 -5.57625 -3.80627  -0.4893
C -0.99143 -4.62678 -2.94966  -0.0119
O 0.51830 -6.42390 -3.32498  0.0493
H 0.29962 -6.12692 -5.81383  0.0793
H -1.36433 -5.54410 -5.60932  0.0854
H -0.02017 -4.38985 -5.57742  0.0738
H -2.05743 -4.71268 -3.16014  0.0918
H -0.65494 -3.60431 -3.13843  0.0779
H -0.83019 -4.85219 -1.89866  0.0651
C -2.05283 -6.45082 0.89705  -0.0139
C -2.81812 -5.15260 0.81955  -0.4898
C -3.46610 -4.65651 2.08529  -0.0130
O -2.88452 -4.51586 -0.20756  0.0551
H -1.62294 -6.68227 -0.07575  0.0743
H -1.25304 -6.36489 1.63527  0.0851
H -2.72003 -7.25347 1.21111  0.0651
H -2.70005 -4.49289 2.84616  0.0696
H -4.18862 -5.38183 2.45544  0.0602
H -3.96365 -3.71089 1.87946  0.0792
C -0.89601 10.63003 3.81922  -0.0366
C -0.61340 9.79785 2.59158  -0.4999
C -1.75525 8.97697 2.04661  -0.0275
O 0.48067 9.79142 2.07207  0.0585
H -0.00063 11.16973 4.11197  0.0685
H -1.69137 11.34744 3.61935  0.0810
H -1.21481 9.98719 4.64153  0.0872
H -2.58831 9.63027 1.77965  0.0884
H -2.10122 8.26745 2.79882  0.0813
H -1.43626 8.42704 1.16867  0.0666
C 0.48610 14.92276 4.81137  -0.0220
C -0.19478 14.07440 5.85851  -0.4995
C 0.18487 14.33749 7.29636  -0.0245
O -1.00018 13.22540 5.55968  0.0618
H 0.13292 14.63753 3.82358  0.0822
H 0.26820 15.97790 4.98440  0.0841
H 1.56717 14.78400 4.86263  0.0855
H -0.04431 15.37109 7.56045  0.0838
H 1.25532 14.17860 7.43595  0.0844
H -0.36834 13.66649 7.94866  0.0805
C 3.42713 -6.22953 -2.19470  -0.0270
C 4.16186 -5.61732 -1.03137  -0.5024
C 4.48315 -6.53621 0.12506  -0.0267
O 4.47377 -4.44860 -1.01167  0.0578
H 3.25274 -5.47220 -2.95475  0.0722
H 4.01138 -7.04515 -2.62489  0.0892
H 2.46625 -6.62736 -1.87022  0.0718
H 5.10985 -7.36163 -0.21627  0.0827
H 3.56242 -6.95396 0.53538  0.0832
H 5.00669 -5.98080 0.89959  0.0782
C 5.08283 -3.71387 -7.59148  -0.0187
C 4.27516 -2.74984 -6.75876  -0.4922
C 2.78042 -2.75845 -6.95889  -0.0084
O 4.80367 -2.00130 -5.96751  0.0442
H 6.13868 -3.60921 -7.35399  0.0818
H 4.76579 -4.73802 -7.38861  0.0857
H 4.92616 -3.51139 -8.65238  0.0865
H 2.38172 -3.74550 -6.71592  0.0805
H 2.53979 -2.52745 -7.99797  0.0912
H 2.31583 -2.02027 -6.30993  0.0656
C -6.44751 -8.14917 4.26861  -0.0193
C -5.07857 -8.45587 3.71408  -0.4902
C -4.42734 -9.73512 4.17881  -0.0205
O -4.52922 -7.71200 2.93482  0.0599
H -6.80617 -7.20764 3.86042  0.0825
H -7.14400 -8.94685 4.00590  0.0863
H -6.40281 -8.07935 5.35654  0.0861
H -5.05129 -10.58973 3.91303  0.0862
H -4.31040 -9.72211 5.26354  0.0858
H -3.45163 -9.84084 3.71111  0.0814
C -0.17947 -4.25045 5.98427  -0.0231
C -0.40585 -3.09649 5.03686  -0.4998
C 0.79686 -2.24776 4.70309  -0.0164
O -1.49559 -2.86776 4.56682  0.0557
H -1.11466 -4.78211 6.14227  0.0803
H 0.56196 -4.93490 5.56898  0.0851
H 0.19444 -3.88162 6.94062  0.0847
H 1.57166 -2.86122 4.24084  0.0896
H 1.20716 -1.80596 5.61271  0.0862
H 0.50937 -1.45730 4.01434  0.0686
C 6.88679 1.90135 -8.73704  -0.0266
C 5.41311 1.56946 -8.69192  -0.5050
C 4.90317 0.94559 -7.41700  -0.0225
O 4.68725 1.78846 -9.63303  0.0662
H 7.13336 2.33985 -9.70088  0.0792
H 7.13555 2.60695 -7.94285  0.0834
H 7.47847 0.99693 -8.58664  0.0832
H 5.08039 1.61443 -6.57331  0.0896
H 5.41786 0.00467 -7.22642  0.0654
H 3.83548 0.75680 -7.50618  0.0828

***

The following is a DFT calculation (ωB97M-V/def2-TZVPD) of a molecular structure, CH3BrO3P in a non-equilibrium geometry.

Values from the calculation:
- E_tot: -86562.44527 eV
- Maximum force: 2.02 eV Å⁻¹
- Energy relative to the best compared isomer or geometry (same formula, charge and spin): 0.00 kcal per mole
- Orbital gap: 0.3136 Ha
- Net charge: -1

Each line ends with the natural charge from an NBO analysis.
Atoms and positions in Å:
C -0.25543 -0.09158 0.03454  -1.0256
O -1.37214 -2.45055 0.56028  -0.9217
O -2.86208 -0.73089 -0.58674  -1.1583
O -2.25999 -0.48232 1.93518  -1.1686
P -1.89627 -0.81565 0.53409  2.3264
Br -1.43910 -3.15031 2.15858  0.2891
H -0.45453 0.82142 -0.51890  0.2180
H 0.35173 0.13192 0.90761  0.2185
H 0.27430 -0.78770 -0.61175  0.2223

***

The following is a DFT calculation (ωB97M-V/def2-TZVPD) of a molecular structure, C21H20F6N5O4PtS2 in a non-equilibrium geometry.

Values from the calculation:
- E_tot: -78931.75720 eV
- Maximum force: 1.08 eV Å⁻¹
- Energy relative to the best compared isomer or geometry (same formula, charge and spin): 6.48 kcal per mole
- Multiplicity: 5
- Expectation value of S²: 6.0282
- Orbital gap (spin up / spin down): 0.3256 / 0.2007 Ha
- Net charge: +3

Each line ends with the Löwdin spin population.
Atoms and positions in Å:
Pt 0.17223 -0.17342 -0.26564  1.8101
C -3.03076 -0.72643 -0.48701  0.0148
C -2.96714 0.60540 0.28532  0.0259
C -2.22645 1.62716 -0.52340  0.1635
C -2.68790 2.96826 -0.64438  0.1772
C -2.09524 3.83890 -1.53385  -0.0067
C -1.03674 3.37777 -2.30256  0.2459
C -0.55886 2.05351 -2.08953  0.1739
N -1.15687 1.22023 -1.20035  0.1515
N -1.76175 -1.49744 -0.45174  0.2207
C -1.55273 -2.21704 -1.72218  0.0115
C -0.16379 -2.79941 -1.76279  0.0148
C 0.13896 -3.97813 -2.40737  0.0063
C 1.43942 -4.47062 -2.34050  0.0002
C 2.38795 -3.78149 -1.59897  0.0085
C 2.02454 -2.59874 -0.98224  0.0199
N 0.77990 -2.11344 -1.08288  0.1843
C -1.69435 -2.41684 0.71062  0.0107
C -1.12492 -1.77924 1.94273  0.0188
C -1.45244 -2.24176 3.20333  0.0081
C -0.83816 -1.68193 4.31554  -0.0008
C 0.08296 -0.66032 4.13936  0.0102
C 0.35687 -0.22563 2.85813  0.0222
N -0.23186 -0.78792 1.79318  0.2103
H -3.85267 -1.34382 -0.12152  0.0064
H -3.25459 -0.49893 -1.52884  0.0001
H -3.97837 0.96759 0.47167  0.0009
H -2.49748 0.50337 1.26908  0.0088
H -3.52452 3.27141 -0.02679  0.0061
H -2.45050 4.85656 -1.63419  -0.0030
H -0.54308 3.98510 -3.05023  0.0077
H 0.13694 1.61710 -2.79477  0.0096
H -2.30679 -2.99813 -1.85117  0.0060
H -1.67992 -1.49867 -2.53527  0.0008
H -0.63308 -4.50925 -2.94843  0.0011
H 1.69942 -5.39116 -2.84665  0.0001
H 3.40002 -4.14560 -1.49329  0.0013
H 2.73504 -2.02412 -0.40720  0.0022
H -2.68701 -2.81605 0.92822  0.0037
H -1.06395 -3.26749 0.44609  -0.0001
H -2.17937 -3.03629 3.31010  0.0015
H -1.08033 -2.03838 5.30832  0.0001
H 0.58599 -0.19452 4.97481  0.0015
H 1.05313 0.57816 2.67708  0.0030
F 5.14235 -0.10980 -0.64439  0.0007
C 4.76129 1.12906 -0.40091  0.0052
F 5.67024 1.79552 0.25704  0.0030
F 4.41809 1.74265 -1.51528  0.0007
S 3.23619 1.00609 0.67928  0.0169
O 2.28857 0.24004 -0.20431  0.1074
O 3.55660 0.37977 1.90792  0.0075
N 2.72539 2.49284 0.82788  0.0413
S 1.31686 2.86627 0.32164  0.0096
O 1.16846 2.81175 -1.15182  0.1799
O 0.24147 2.13019 0.99094  0.0649
C 1.22958 4.69329 0.68993  0.0019
F 1.27887 4.89476 1.98077  0.0002
F 2.22202 5.26538 0.06171  0.0010
F 0.06224 5.10383 0.19976  -0.0002